108
Properties=species:S:1:pos:R:3 method="wB97M-V/def2-TZVPD" e_lumo_ev="-1.1 / -1.4" homo_lumo_gap_ev="5.174 / 5.469" s_squared=2.1967 spin_multiplicity=3 e_tot_ha=-3274.60943 homo_energy_ev="-6.23 / -6.85"
Mo 0.279 0.038 -1.622
C -2.400 7.421 -3.041
C -1.147 6.908 -3.349
C -0.766 5.664 -2.862
C -1.632 4.920 -2.068
C -2.886 5.440 -1.764
C -3.270 6.684 -2.248
C -1.213 3.581 -1.537
C -1.622 2.491 -2.274
C -2.551 2.531 -3.396
C -2.927 1.273 -3.690
C -2.275 0.386 -2.739
C -2.594 -0.923 -2.394
C -3.519 -1.773 -3.184
C -3.094 -3.049 -3.552
C -3.932 -3.885 -4.276
C -5.204 -3.459 -4.633
C -5.641 -2.196 -4.256
C -4.803 -1.358 -3.532
C -2.251 -1.360 -1.074
N -1.207 -0.806 -0.457
C -1.366 -0.925 0.912
C -0.461 -0.306 1.743
C -0.463 -0.535 3.209
C 0.678 -0.967 3.879
C 0.653 -1.144 5.254
C -0.507 -0.885 5.971
C -1.647 -0.451 5.307
C -1.626 -0.275 3.931
C 0.422 1.296 -0.010
C 1.800 1.111 -0.508
C 2.556 1.098 0.788
C 1.699 0.997 1.827
N 0.483 0.485 1.207
C 1.301 2.264 2.555
C 0.526 3.069 1.689
C 0.148 4.436 1.743
C -0.475 4.773 0.562
C -0.561 3.629 -0.266
N 0.046 2.608 0.434
C 1.639 2.559 3.938
C 2.742 1.921 4.519
C 3.079 2.142 5.844
C 2.315 3.000 6.627
C 1.207 3.627 6.069
C 0.869 3.409 4.743
C -2.514 -1.755 1.129
C -3.048 -2.051 -0.094
N -1.407 1.155 -1.983
H -2.697 8.391 -3.418
H -0.465 7.474 -3.970
H 0.211 5.259 -3.100
H -3.562 4.860 -1.146
H -4.250 7.077 -2.006
H -2.906 3.436 -3.862
H -3.614 0.959 -4.459
H -2.096 -3.377 -3.276
H -3.588 -4.871 -4.562
H -5.856 -4.110 -5.201
H -6.638 -1.865 -4.517
H -5.153 -0.383 -3.214
H 1.588 -1.166 3.327
H 1.547 -1.477 5.766
H -0.522 -1.017 7.045
H -2.551 -0.236 5.861
H -2.504 0.093 3.415
H 2.188 1.872 -1.179
H 3.532 1.563 0.868
H 0.376 5.102 2.559
H -0.868 5.741 0.298
H 3.334 1.245 3.912
H 3.940 1.642 6.269
H 2.573 3.167 7.664
H 0.592 4.278 6.678
H -0.024 3.864 4.337
H -2.887 -2.071 2.091
H -3.933 -2.629 -0.304
O 1.726 -1.859 0.014
C 1.991 -3.044 -0.735
C 0.978 -2.997 -1.898
O 0.551 -3.992 -2.423
O 0.731 -1.776 -2.324
C 3.405 -2.980 -1.304
C 4.464 -2.808 -0.414
C 5.770 -2.729 -0.869
C 6.036 -2.838 -2.229
C 4.990 -3.026 -3.118
C 3.679 -3.098 -2.659
C 1.768 -4.276 0.132
C 0.895 -4.202 1.212
C 0.652 -5.322 1.996
C 1.271 -6.528 1.701
C 2.135 -6.606 0.616
C 2.382 -5.486 -0.164
H 2.474 -1.641 0.584
H 4.274 -2.760 0.655
H 6.580 -2.594 -0.163
H 7.056 -2.783 -2.589
H 5.189 -3.117 -4.178
H 2.873 -3.247 -3.367
H 0.402 -3.267 1.436
H -0.028 -5.251 2.836
H 1.082 -7.402 2.310
H 2.620 -7.545 0.376
H 3.056 -5.556 -1.010
O -0.194 1.322 -5.432
S 1.024 1.043 -4.698
N 0.970 0.733 -3.243

---

110
Properties=species:S:1:pos:R:3 method="wB97M-V/def2-TZVPD" e_lumo_ev="1.1 / 1.1" e_above_lowest_kcal_mol=4.8 homo_lumo_gap_ev="5.368 / 5.369" charge=-1 spin_multiplicity=1 e_tot_ha=-7655.31669 homo_energy_ev="-4.27 / -4.27"
Ca 0.052 0.066 -0.039
Cl -5.847 -6.064 -4.661
C -4.794 -4.887 -3.913
C -4.623 -3.654 -4.513
C -3.789 -2.724 -3.915
C -3.135 -3.009 -2.723
C -3.325 -4.261 -2.145
C -4.150 -5.207 -2.730
C -2.237 -2.019 -2.067
C -2.824 -0.976 -1.399
C -4.258 -0.719 -1.362
C -4.447 0.376 -0.612
C -3.121 0.826 -0.156
C -2.852 2.066 0.476
C -3.786 2.649 1.470
C -4.823 1.917 2.074
C -5.653 2.461 3.038
C -5.444 3.757 3.465
Cl -6.467 4.447 4.703
C -4.378 4.485 2.971
C -3.557 3.925 2.009
C -1.693 2.843 0.145
N -0.496 2.365 -0.147
C 0.304 3.402 -0.579
C 1.618 3.294 -0.959
C 2.374 4.559 -1.134
C 3.021 4.855 -2.331
C 3.726 6.034 -2.490
C 3.792 6.926 -1.432
Cl 4.691 8.411 -1.621
C 3.164 6.661 -0.229
C 2.458 5.477 -0.091
C 2.355 2.085 -1.232
C 3.777 1.987 -1.403
C 4.040 0.674 -1.673
C 2.780 -0.004 -1.678
N 1.787 0.886 -1.391
C 2.562 -1.351 -2.013
C 1.329 -2.004 -2.157
C 1.099 -3.260 -2.820
C -0.254 -3.418 -2.892
C -0.831 -2.275 -2.229
N 0.129 -1.469 -1.793
C 3.767 -2.202 -2.212
C 4.102 -3.084 -1.187
C 5.208 -3.910 -1.307
C 5.966 -3.847 -2.463
Cl 7.363 -4.888 -2.625
C 5.653 -2.980 -3.493
C 4.548 -2.152 -3.359
C -0.482 4.627 -0.534
C -1.701 4.294 -0.073
N -2.194 -0.016 -0.636
H -5.134 -3.428 -5.438
H -3.642 -1.759 -4.379
H -2.815 -4.502 -1.222
H -4.296 -6.174 -2.276
H -5.007 -1.271 -1.901
H -5.374 0.895 -0.456
H -4.960 0.877 1.842
H -6.435 1.864 3.485
H -4.171 5.473 3.354
H -2.695 4.500 1.701
H 2.965 4.152 -3.150
H 4.221 6.265 -3.422
H 3.235 7.364 0.587
H 1.972 5.248 0.848
H 4.490 2.789 -1.315
H 5.001 0.220 -1.841
H 1.859 -3.912 -3.212
H -0.789 -4.230 -3.356
H 3.500 -3.108 -0.290
H 5.477 -4.589 -0.514
H 6.264 -2.953 -4.382
H 4.286 -1.465 -4.151
H -0.161 5.595 -0.878
H -2.560 4.935 0.014
C -0.952 -2.228 3.237
N -1.001 -2.371 1.797
C -2.290 -2.878 1.392
C 0.071 -3.251 1.340
C 1.442 -2.679 1.638
C 2.400 -3.497 2.222
C 3.668 -3.002 2.495
C 3.948 -1.683 2.167
C 2.958 -0.899 1.580
C 1.650 -1.331 1.289
H -1.061 -3.206 3.745
H -1.765 -1.586 3.575
H -0.004 -1.789 3.540
H -2.518 -3.862 1.844
H -2.318 -2.979 0.310
H -3.078 -2.181 1.683
H -0.054 -3.377 0.258
H -0.040 -4.255 1.799
H 2.158 -4.525 2.474
H 4.420 -3.635 2.953
H 4.932 -1.277 2.356
H 3.255 0.117 1.321
Br -2.905 1.529 5.484
C -1.247 1.554 4.585
C -0.103 2.008 5.215
C 1.078 1.983 4.495
C 1.061 1.504 3.194
N -0.041 1.073 2.595
C -1.176 1.099 3.276
H -0.137 2.362 6.234
H 2.005 2.317 4.934
H 1.969 1.445 2.614
H -2.063 0.739 2.773